A structure of composition C28H48Cl2InN4O5Si in a non-equilibrium geometry, computed with ωB97M-V/def2-TZVPD.

```
89
Properties=species:S:1:pos:R:3:forces:R:3
C 0.2007 -0.9046 -5.1432 0.1 -0.1 -0.2
C -0.9621 -0.3025 -4.4179 -0.8 0.2 0.3
H -0.1283 -1.6365 -5.8905 0.2 0.2 0.1
H 0.8764 -1.4019 -4.4348 -0.2 0.2 -0.1
H 0.7824 -0.1268 -5.6620 -0.1 -0.2 0.1
C -2.2395 -0.4595 -4.7808 0.3 0.2 -0.1
C -2.6955 -1.1574 -6.0212 -0.3 -0.4 -0.2
H -3.0450 -0.0273 -4.1825 0.4 0.1 -0.2
H -2.1062 -2.0614 -6.2270 -0.2 0.2 -0.1
H -2.6375 -0.5011 -6.9029 0.0 -0.2 0.2
H -3.7482 -1.4499 -5.9037 0.2 0.0 -0.2
In 0.9740 -0.1758 -0.2717 -1.6 2.3 -1.1
Cl 3.2378 0.5532 -0.9988 0.3 -0.3 0.2
C -1.4998 1.7702 0.6210 0.8 -0.3 -0.4
O -1.0074 0.6440 0.8683 -1.0 0.7 0.0
N -2.2760 2.4721 1.4566 -0.6 -0.3 0.1
C -3.0151 1.8218 2.5376 0.3 0.3 0.0
C -2.7159 3.8169 1.0900 -0.1 -0.2 -0.2
H -1.2940 2.2910 -0.3280 0.1 -0.2 0.5
H -2.4861 0.9180 2.8528 -0.1 0.2 -0.1
H -4.0402 1.5726 2.2201 0.3 0.0 0.0
H -3.0847 2.5344 3.3657 0.0 -0.3 0.0
H -1.9773 4.2737 0.4200 -0.2 -0.1 0.2
H -2.8087 4.4201 2.0009 0.1 -0.1 -0.2
H -3.6915 3.7949 0.5795 0.2 0.0 0.2
H 2.7500 0.6790 5.1985 -0.2 -0.1 -0.2
H 5.0158 0.4056 4.3780 -0.1 -0.1 -0.2
C 2.3814 -0.1150 4.5392 0.1 0.2 0.0
C 4.6995 -0.3516 3.6539 0.0 -0.1 -0.2
N 3.2697 -0.2024 3.3800 0.1 -0.4 0.2
H 1.3637 0.1058 4.2078 0.3 0.0 0.0
C 2.8108 -0.3458 2.1485 -1.3 0.4 -0.3
O 1.5755 -0.2633 1.8533 1.6 -0.5 0.3
H 5.2589 -0.2218 2.7194 -0.1 0.0 0.3
H 3.5697 -0.5133 1.3681 -0.3 0.2 0.2
H 2.4019 -1.0580 5.1037 0.0 0.1 -0.2
H 4.9206 -1.3476 4.0636 -0.1 0.2 0.0
H -0.9490 -3.0789 -2.7438 0.0 -0.1 0.3
H -3.7254 -2.0217 -2.2864 0.1 -0.1 0.2
C -1.3645 -3.6303 -1.8883 0.0 0.3 -0.3
C -3.5752 -2.6208 -1.3743 0.0 0.0 0.0
N -2.1578 -2.7375 -1.0490 0.1 0.0 0.7
H -0.5558 -4.0786 -1.3028 -0.2 0.2 -0.1
C -1.6081 -2.0412 -0.0452 0.9 0.0 -0.4
O -0.3755 -2.0234 0.2086 -1.2 -0.3 -0.1
H -4.1062 -2.1457 -0.5396 0.1 -0.1 -0.3
H -2.3290 -1.4714 0.5726 0.3 -0.1 -0.3
H -2.0401 -4.4058 -2.2622 0.2 0.0 0.1
H -3.9857 -3.6210 -1.5580 0.0 0.2 0.2
O -0.2960 -0.4711 -2.1830 0.7 -0.4 1.8
C -0.5990 0.4553 -3.1436 0.0 0.4 0.3
C -2.7800 0.7979 -1.9350 -0.2 0.2 -0.1
C -1.7169 1.3632 -2.6424 0.2 0.0 -0.6
H -2.6942 -0.2577 -1.6480 -0.1 0.6 -0.2
C -3.9186 1.5619 -1.6605 0.4 -0.2 0.0
H 0.2825 1.0718 -3.4007 -0.1 0.2 0.1
C -1.7177 2.7208 -2.9634 -0.4 -0.3 0.1
H -4.7613 1.0944 -1.1403 0.2 0.3 -0.2
C -3.9619 2.9006 -2.0624 0.0 0.0 0.0
C -2.8541 3.4835 -2.6890 0.0 0.0 0.1
H -0.8323 3.1406 -3.4466 -0.4 0.0 0.1
H -4.8679 3.4873 -1.8929 0.3 -0.1 0.0
H -2.8800 4.5354 -2.9760 0.0 -0.2 0.1
Si 3.4527 -3.1567 -1.2704 -0.6 1.0 -0.5
Cl 1.7466 -1.9953 -1.9683 1.5 -1.9 -0.2
C 2.7497 -4.0264 0.2197 0.0 -0.4 0.1
C 4.9130 -2.0912 -0.8279 0.1 0.0 0.0
C 3.9433 -4.1730 -2.7539 0.1 -0.4 0.1
H 1.9420 -3.4579 0.6997 0.2 0.0 -0.2
H 3.5274 -4.2028 0.9697 0.0 0.0 -0.1
H 2.3481 -5.0074 -0.0685 0.0 0.2 0.1
H 3.1866 -4.9091 -3.0417 0.1 0.1 0.0
H 4.8677 -4.7159 -2.5125 -0.1 0.0 -0.1
H 4.1578 -3.5407 -3.6250 -0.1 0.0 0.3
H 4.7711 -1.5569 0.1146 0.1 -0.1 -0.2
H 5.1640 -1.3529 -1.6007 -0.2 -0.2 0.2
H 5.7661 -2.7646 -0.7040 0.1 -0.1 0.0
O 0.9309 2.2316 -0.2382 -0.7 -0.8 -0.1
N 1.7702 2.9272 0.5304 0.0 -0.3 -1.0
C 2.9355 3.3753 -0.0204 1.5 0.3 0.2
C 3.9179 3.9056 0.7880 -0.6 -0.2 -1.5
C 3.6459 4.1700 2.1296 0.8 0.5 1.3
C 2.4022 3.8019 2.6470 -0.7 -0.5 -0.4
C 1.4876 3.1439 1.8428 -0.1 0.3 1.7
H 3.0871 3.1632 -1.0745 -0.2 0.1 0.4
H 4.8843 4.1189 0.3370 -0.2 0.2 0.1
H 4.3862 4.6730 2.7551 -0.3 -0.2 -0.2
H 2.1234 4.0171 3.6745 0.1 -0.1 -0.1
H 0.5363 2.7601 2.2202 0.3 0.2 -0.3
```
Forces are in eV/Å.

The value obtained for the molar mass is 734.52 g mol⁻¹. The orbital gap (alpha / beta) comes out at 3.7262 / 7.4543 eV. As for the expectation value of S²: 0.767. The highest occupied orbital energy (alpha / beta) is -3.42 / -7.16 eV. As for the multiplicity: 2.

***

A cluster of 11 separate species, C28H48N8O3 in total in a non-equilibrium geometry, computed with ωB97M-V/def2-TZVPD.

```
87
Properties=species:S:1:pos:R:3:forces:R:3
C -6.3772 -15.4035 16.2232 0.3 0.4 1.4
C -5.2647 -16.2906 15.7470 0.6 -0.5 -0.6
C -6.0076 -17.5816 15.4383 0.2 -0.4 1.9
O -7.2752 -17.1867 14.9848 -0.9 0.6 -0.6
C -7.5238 -15.7862 15.3777 -0.3 -0.8 -0.8
H -6.1848 -14.3306 16.2178 0.2 -0.1 -0.2
H -6.5442 -15.6655 17.2680 -0.3 0.0 0.1
H -4.5426 -16.3971 16.5565 0.4 -0.1 -0.5
H -4.8406 -15.9694 14.7956 0.4 0.4 0.2
H -6.1291 -18.1444 16.3638 -0.2 0.0 0.7
H -5.5091 -18.3617 14.8629 0.0 0.6 -1.1
H -8.4838 -15.7098 15.8884 -0.1 -0.1 -0.2
H -7.5012 -15.1695 14.4793 -0.4 -0.1 -0.2
C -10.8375 -18.9143 14.4331 2.3 -2.1 -1.7
C -11.8808 -18.1161 13.8476 -2.3 1.7 0.1
C -12.4383 -17.4167 15.1333 -1.1 -1.4 -1.1
O -12.0751 -18.2673 16.2357 0.9 -0.2 -0.4
C -11.4366 -19.4545 15.6714 0.3 2.1 1.5
H -9.9282 -18.3151 14.4793 0.2 -0.2 0.9
H -10.6341 -19.7415 13.7530 0.5 -0.2 -0.1
H -12.6669 -18.7620 13.4566 -0.2 0.0 -0.2
H -11.6061 -17.4279 13.0483 0.1 0.0 0.2
H -13.5116 -17.6043 15.1037 -0.2 1.5 -0.2
H -12.0931 -16.3835 15.1714 -0.2 -0.1 0.7
H -12.2021 -20.2022 15.4640 0.1 -0.3 0.1
H -10.6955 -19.7065 16.4301 -0.2 -0.8 -0.1
C -13.7870 -18.5483 9.5280 -3.2 0.0 0.1
C -13.0627 -19.8823 9.5076 0.8 1.2 0.1
C -11.5999 -19.3887 9.3231 -1.1 -0.1 1.0
O -11.7221 -17.9942 8.9289 1.5 -0.1 -0.6
C -12.8426 -17.3985 9.5974 0.9 -1.3 -0.1
H -14.5551 -18.4689 10.2973 0.1 -0.2 0.5
H -14.4286 -18.5136 8.6475 0.3 0.5 -0.4
H -13.3324 -20.4809 8.6375 -0.4 -0.2 0.5
H -13.2766 -20.2988 10.4919 0.4 -0.8 -0.4
H -11.0159 -20.0395 8.6723 -0.1 0.8 -0.8
H -11.1124 -19.5483 10.2848 0.3 0.8 0.4
H -13.2572 -16.4914 9.1576 0.5 -0.1 -0.7
H -12.5220 -17.0870 10.5915 -0.2 -0.4 0.5
C -11.9030 -22.4693 17.6979 -0.3 1.2 0.3
C -11.4876 -22.1093 19.0486 0.2 -0.3 0.2
N -11.1800 -21.8153 20.1139 0.0 0.0 0.0
H -12.9903 -22.5421 17.7200 0.0 -0.8 -0.1
H -11.3410 -23.3120 17.2951 -0.4 0.1 0.0
H -11.7658 -21.5537 17.1227 0.4 -0.3 -0.4
C -7.2497 -19.8433 12.5719 -0.4 0.6 0.2
C -8.2646 -20.8312 12.2332 1.0 0.3 -0.1
N -9.0978 -21.5633 11.9666 -0.7 -0.6 -0.2
H -6.5825 -20.1585 13.3741 -0.2 -0.2 -0.1
H -7.8463 -19.0014 12.9232 0.3 0.3 0.3
H -6.6662 -19.4849 11.7239 -0.1 -0.3 -0.1
C -15.5893 -19.5303 15.3058 0.5 0.3 -0.2
C -16.4942 -18.3739 15.5711 -2.2 1.8 1.0
N -17.2198 -17.4926 15.8927 2.7 -3.2 -1.3
H -14.8615 -19.3097 14.5249 0.0 0.5 0.0
H -15.9955 -20.4742 14.9421 -0.9 0.3 0.3
H -15.0030 -19.7528 16.1973 -0.1 0.1 0.1
C -13.6244 -12.5703 14.3701 0.0 -1.8 -0.6
C -13.7388 -14.0253 13.9221 0.0 0.8 -0.2
N -13.7612 -15.1219 13.5581 0.0 0.9 0.3
H -14.3322 -11.9167 13.8602 -0.2 -0.3 0.1
H -12.6209 -12.2607 14.0781 0.0 0.0 0.4
H -13.7936 -12.5811 15.4468 0.2 0.3 -0.1
C -13.4730 -17.9814 18.7098 -0.6 -0.1 0.4
C -12.3077 -18.1964 19.5203 7.0 -0.7 5.5
N -11.3470 -18.3117 20.2810 -6.4 0.7 -5.0
H -13.2199 -17.3218 17.8797 -0.4 -0.2 0.2
H -14.2215 -17.5830 19.3947 -0.2 0.4 -0.3
H -13.8598 -18.9500 18.3932 0.1 0.1 -0.4
C -9.0284 -18.3060 18.1976 1.4 -0.1 0.1
C -8.7795 -16.9503 18.7203 -1.1 -2.2 -0.4
N -8.6487 -15.9563 19.2529 0.4 1.6 0.5
H -8.0560 -18.7981 18.2179 0.3 0.0 -0.4
H -9.3834 -18.2937 17.1671 -0.2 0.1 0.3
H -9.5767 -18.9519 18.8833 -0.6 0.6 -0.1
C -12.2019 -22.2572 12.1071 -0.3 -1.2 0.1
C -13.4937 -22.9963 11.8931 -0.7 -0.6 0.0
N -14.4676 -23.6311 11.7858 1.9 1.4 0.2
H -11.5122 -22.9142 12.6369 -0.2 -0.2 0.2
H -12.3250 -21.3890 12.7544 -0.1 0.2 -0.4
H -11.6504 -22.0773 11.1843 -0.5 0.4 0.0
C -10.4077 -14.8472 11.2195 0.6 -0.5 -1.3
C -10.4150 -14.0114 12.4322 0.0 -2.3 -2.3
N -10.4635 -13.3888 13.3771 0.0 1.2 1.6
H -10.2631 -14.2635 10.3104 -0.6 0.5 0.2
H -11.1949 -15.5803 11.0436 -0.9 0.8 0.6
H -9.6075 -15.5604 11.0218 0.9 0.3 1.3
```
Forces are in eV/Å.

The value obtained for the molar mass is 544.75 g mol⁻¹. The orbital gap comes out at 9.9766 eV. The highest occupied orbital energy is -9.95 eV.